{"formula": "C2H8N2O", "method": "the ωB97M-V functional and the def2-TZVPD basis", "symbols": ["C", "N", "H", "H", "H", "H", "N", "C", "O", "H", "H", "H", "H"], "coordinates": [[-0.236, 1.153, 2.123], [0.783, 0.804, 1.341], [-0.504, 0.749, 3.032], [-0.883, 1.915, 1.599], [0.639, 0.976, 0.210], [1.571, 0.202, 1.483], [-0.130, -1.800, -1.226], [-0.538, -0.378, -1.514], [0.539, 0.481, -1.305], [0.646, -2.027, -1.834], [0.312, -1.783, -0.276], [-0.701, -0.260, -2.742], [-1.496, -0.030, -0.890]], "lumo_energy_ev": -1.3, "energy_ev": -7227.589, "homo_lumo_gap_ev": 6.26, "e_homo_ev": -7.541}



{"formula": "C2H8N2O", "method": "the ωB97M-V functional and the def2-TZVPD basis", "symbols": ["C", "C", "N", "N", "O", "H", "H", "H", "H", "H", "H", "H", "H"], "coordinates": [[-0.378, 0.353, -0.268], [0.487, -0.667, 0.234], [-0.461, -0.316, 1.742], [0.691, -0.290, -1.809], [-0.016, 1.642, -0.080], [-0.796, 2.146, 0.189], [-1.398, 0.128, -0.547], [0.098, -0.004, 2.530], [-1.114, -1.045, 2.012], [-0.030, -0.413, -2.517], [1.181, 0.573, -2.032], [0.232, -1.700, 0.057], [1.503, -0.407, 0.489]], "lumo_energy_ev": 0.8, "energy_ev": -7227.200, "homo_lumo_gap_ev": 9.06, "e_homo_ev": -8.256}



{"formula": "C2H8N2O3", "method": "the ωB97M-V functional and the def2-TZVPD basis", "symbols": ["C", "N", "N", "H", "H", "H", "H", "H", "H", "C", "O", "O", "O", "H", "H"], "coordinates": [[-0.315, 1.602, 0.655], [0.340, 0.339, 0.286], [1.188, -0.128, 1.340], [0.882, 0.332, -0.686], [0.662, -0.810, 1.888], [1.937, -0.660, 0.902], [-0.954, 1.460, 1.529], [-0.923, 1.953, -0.175], [0.460, 2.335, 0.874], [-0.556, -0.938, -0.542], [-1.648, -0.300, -1.019], [0.633, -0.667, -1.838], [-0.548, -2.042, -0.051], [-2.294, -0.989, -1.238], [1.137, -1.488, -1.926]], "lumo_energy_ev": 0.7, "energy_ev": -11324.285, "homo_lumo_gap_ev": 10.43, "e_homo_ev": -9.713}



{"formula": "C2H8N2O3S", "method": "the ωB97M-V functional and the def2-TZVPD basis", "symbols": ["C", "N", "C", "S", "O", "O", "N", "O", "H", "H", "H", "H", "H", "H", "H", "H"], "coordinates": [[-0.569, -1.361, 0.634], [0.321, -0.508, -0.219], [1.431, -1.218, -0.792], [0.420, 1.074, 0.236], [1.470, 1.694, -0.642], [0.404, 1.272, 1.676], [-0.897, 1.927, -0.338], [-2.099, 1.564, 0.297], [0.075, -2.016, 1.370], [-1.229, -2.037, -0.045], [-1.185, -0.584, 1.232], [1.020, -2.111, -1.231], [2.023, -0.576, -1.503], [2.199, -1.464, 0.015], [-0.976, 1.883, -1.376], [-2.409, 2.460, 0.687]], "lumo_energy_ev": 0.6, "energy_ev": -22158.474, "homo_lumo_gap_ev": 10.27, "e_homo_ev": -9.687, "smiles": "CN(C)S(=O)(=O)NO"}



{"formula": "C2H8N2P2", "method": "the ωB97M-V functional and the def2-TZVPD basis", "symbols": ["H", "P", "N", "C", "C", "N", "P", "H", "H", "H", "H", "H", "H", "H"], "coordinates": [[2.980, 1.896, 1.237], [1.805, 1.378, 0.438], [1.946, -0.157, 0.523], [0.990, -1.212, 0.120], [-0.341, -0.662, -0.370], [-1.203, 0.077, 0.548], [-2.228, 1.334, 0.007], [0.956, -1.863, 0.929], [1.296, -1.826, -0.750], [-0.168, -0.258, -1.408], [-0.832, -1.608, -0.606], [-0.687, 0.148, 1.364], [-2.938, 0.723, -1.078], [-1.577, 2.030, -0.956]], "lumo_energy_ev": -0.3, "energy_ev": -23758.845, "homo_lumo_gap_ev": 8.37, "e_homo_ev": -8.663, "smiles": "[H]/P=N/CCNP"}



{"formula": "C2H8N2S", "method": "the ωB97M-V functional and the def2-TZVPD basis", "symbols": ["C", "C", "N", "N", "S", "H", "H", "H", "H", "H", "H", "H", "H"], "coordinates": [[-1.168, 0.895, -1.277], [1.557, 0.128, 0.949], [-1.071, 0.582, 0.099], [0.659, -0.777, 0.310], [0.163, -2.082, 1.141], [-0.240, 1.367, -1.600], [-1.408, 0.055, -1.939], [-1.969, 1.641, -1.379], [1.667, 0.997, 0.305], [1.234, 0.454, 1.940], [2.532, -0.364, 1.048], [-1.761, -0.119, 0.365], [-0.195, -2.777, 0.037]], "lumo_energy_ev": [0.1, 0.5], "energy_ev": -16015.325, "homo_lumo_gap_ev": [8.75, 8.53], "e_homo_ev": [-8.611, -8.004]}



{"formula": "C2H8N2S", "method": "the ωB97M-V functional and the def2-TZVPD basis", "symbols": ["H", "N", "C", "N", "H", "H", "H", "C", "S", "H", "H", "H", "H"], "coordinates": [[1.108, -2.867, -0.359], [1.047, -1.867, -0.235], [0.433, -1.538, -1.337], [-0.177, -0.310, -1.651], [0.533, -2.180, -2.261], [-0.181, -0.118, -2.677], [0.176, 0.387, -1.000], [-0.531, 1.851, 1.549], [-1.351, 0.359, 1.216], [-1.223, 2.651, 1.909], [0.142, 2.231, 0.708], [0.285, 1.697, 2.342], [-0.261, -0.295, 1.797]], "lumo_energy_ev": 0.9, "energy_ev": -16017.909, "homo_lumo_gap_ev": 9.54, "e_homo_ev": -8.617, "smiles": "[H]/N=C/N.CS"}



{"formula": "C2H8N2S", "method": "the ωB97M-V functional and the def2-TZVPD basis", "symbols": ["C", "S", "H", "H", "H", "N", "C", "N", "H", "H", "H", "H", "H"], "coordinates": [[2.120, 2.681, 1.270], [1.552, 1.160, 1.799], [1.346, 3.229, 0.725], [2.422, 3.346, 2.052], [2.996, 2.502, 0.640], [-1.173, -0.426, -0.509], [-1.079, -1.782, -0.511], [-1.557, -2.655, -1.350], [-1.569, 0.103, -1.301], [-1.046, 0.061, 0.368], [-0.474, -2.174, 0.393], [-1.359, -3.700, -1.458], [-2.180, -2.345, -2.119]], "lumo_energy_ev": -0.8, "energy_ev": -16016.026, "homo_lumo_gap_ev": 4.16, "e_homo_ev": -4.982}



{"formula": "C2H8N2S2", "method": "the ωB97M-V functional and the def2-TZVPD basis", "symbols": ["H", "N", "C", "N", "H", "H", "H", "C", "S", "S", "H", "H", "H", "H"], "coordinates": [[-0.781, 4.682, 2.010], [-0.400, 3.770, 2.200], [-1.065, 2.870, 2.766], [-1.438, 2.860, 4.095], [-1.361, 1.898, 2.309], [-0.846, 3.111, 4.865], [-1.996, 2.054, 4.337], [1.490, -2.106, -3.540], [1.892, -3.751, -2.985], [0.009, -4.405, -2.357], [0.700, -2.058, -4.273], [2.411, -1.766, -4.002], [1.164, -1.473, -2.735], [0.219, -5.686, -2.690]], "lumo_energy_ev": 0.6, "energy_ev": -26852.621, "homo_lumo_gap_ev": 8.89, "e_homo_ev": -8.319, "smiles": "[H]/N=C\\N.CSS"}



{"formula": "C2H8N3", "method": "the ωB97M-V functional and the def2-TZVPD basis", "symbols": ["C", "C", "N", "N", "N", "H", "H", "H", "H", "H", "H", "H", "H"], "coordinates": [[-1.627, -0.908, 0.080], [-0.426, -0.173, -0.090], [-0.476, 1.136, -0.219], [0.854, -0.975, 0.050], [1.899, 0.054, 0.226], [-2.477, -0.155, 0.377], [-1.392, -1.450, 1.033], [-1.792, -1.616, -0.759], [-1.441, 1.475, -0.211], [0.147, 1.804, -0.667], [1.527, 0.853, 0.808], [2.686, -0.489, 0.671], [2.426, 0.525, -0.657]], "total_charge": 1, "lumo_energy_ev": -3.8, "energy_ev": -6665.040, "homo_lumo_gap_ev": 10.31, "e_homo_ev": -14.100, "smiles": "C/C(N)=N/[NH3+]"}